Molecular formula: C3H3Cl3
Method: DFT, ωB97M-V/def2-TZVPD

Element x y z (Å)
Cl (1.18, -1.95, 0.55)
C (0.69, -0.33, 0.61)
C (-0.84, 0.13, 0.46)
C (0.09, 0.31, -0.76)
Cl (-0.26, -0.70, -2.16)
Cl (0.56, 1.94, -1.19)
H (1.26, 0.38, 1.25)
H (-1.13, 0.95, 0.97)
H (-1.55, -0.73, 0.27)

Output
HOMO   -9.90 eV
Max |F|   6.189 eV Å⁻¹
SMILES   Cl[C@@H]1CC1(Cl)Cl

Molecular formula: C3H3Cl3O
Method: DFT, ωB97M-V/def2-TZVPD

Element x y z (Å)
C (0.88, 0.23, -0.41)
C (0.40, -0.98, 0.34)
C (-0.27, 1.29, -0.48)
O (-0.47, -1.73, -0.27)
Cl (0.30, -0.88, 2.08)
Cl (-1.73, 0.67, -0.94)
Cl (-0.34, 2.31, 1.05)
H (1.69, 0.81, -0.04)
H (0.98, -0.05, -1.41)
H (-1.43, -1.68, 0.08)

Output
HOMO (alpha / beta)   -7.99 / -8.67 eV
Max |F|   3.100 eV Å⁻¹

Molecular formula: C3H3Cl3Si
Method: DFT, ωB97M-V/def2-TZVPD

Element x y z (Å)
Cl (-2.36, -0.85, -1.92)
Si (-1.74, -0.05, -0.15)
Cl (-2.44, -1.43, 1.16)
Cl (-2.51, 1.78, 0.01)
C (0.12, -0.03, 0.10)
C (1.59, -0.83, 0.11)
C (1.50, 0.67, 0.22)
H (2.14, -1.80, -0.08)
H (1.89, 1.28, 1.11)
H (1.81, 1.27, -0.56)

Output
HOMO (alpha / beta)   -8.92 / -8.93 eV
Max |F|   6.908 eV Å⁻¹
SMILES   Cl[Si](Cl)(Cl)C1=CC1

Molecular formula: C3H3ClF2
Method: DFT, ωB97M-V/def2-TZVPD

Element x y z (Å)
F (-1.24, -1.09, 0.20)
C (-1.06, 0.20, 0.59)
C (-0.47, 1.04, -0.55)
C (0.29, 2.10, -0.34)
F (0.68, 2.71, -1.49)
Cl (0.96, 2.96, 0.96)
H (-2.15, 0.56, 0.71)
H (-0.47, 0.18, 1.46)
H (-0.70, 0.89, -1.65)

Output
HOMO   -9.88 eV
Max |F|   4.104 eV Å⁻¹
SMILES   FC/C=C(/F)Cl

Molecular formula: C3H3ClF2
Method: DFT, ωB97M-V/def2-TZVPD

Element x y z (Å)
F (-0.77, 1.55, -1.97)
C (-1.20, 1.56, -0.61)
C (-0.46, 0.25, 0.13)
F (-0.92, -0.19, 1.20)
C (0.56, -0.36, -0.28)
Cl (1.39, -1.47, 0.79)
H (-2.36, 1.66, -0.52)
H (-0.56, 2.51, -0.03)
H (0.96, -0.23, -1.37)

Output
HOMO   -9.59 eV
Max |F|   6.925 eV Å⁻¹
SMILES   FC/C(F)=C/Cl

Molecular formula: C3H3ClF2S
Method: DFT, ωB97M-V/def2-TZVPD

Element x y z (Å)
F (-2.35, 1.54, -0.35)
C (-1.60, 0.37, -0.31)
Cl (-2.46, -1.18, -0.37)
C (-0.24, 0.51, -0.05)
F (0.48, 1.69, -0.28)
C (0.64, -0.70, 0.39)
S (2.02, -0.56, -0.60)
H (-0.10, -1.58, 0.14)
H (0.94, -0.67, 1.41)
H (2.66, 0.59, 0.01)

Output
HOMO   -9.17 eV
Max |F|   4.489 eV Å⁻¹
SMILES   F/C(Cl)=C(\F)CS

Molecular formula: C3H3ClFN
Method: DFT, ωB97M-V/def2-TZVPD

Element x y z (Å)
C (0.30, -0.56, 0.78)
C (0.10, -0.06, -0.71)
F (1.24, -0.04, -1.36)
Cl (-1.17, -0.96, -1.52)
C (-0.53, 1.24, -0.38)
N (-1.01, 2.26, -0.09)
H (1.00, 0.20, 1.23)
H (0.68, -1.57, 0.66)
H (-0.60, -0.52, 1.40)

Output
HOMO   -11.64 eV
Max |F|   4.073 eV Å⁻¹
SMILES   C[C@@](F)(Cl)C#N

Molecular formula: C3H3ClFN3
Method: DFT, ωB97M-V/def2-TZVPD

Element x y z (Å)
C (0.97, -0.28, 1.58)
C (-0.14, -0.03, -1.70)
C (-1.29, 0.35, -1.03)
H (1.54, -1.30, 1.37)
H (-0.04, -0.51, 2.48)
H (1.62, 0.78, 1.86)
N (0.35, 0.20, 0.27)
N (0.86, -0.06, -0.87)
N (-0.98, 0.29, 0.27)
F (0.03, -0.04, -2.94)
Cl (-2.95, 0.60, -1.28)

Output
HOMO   -9.64 eV
Max |F|   4.838 eV Å⁻¹

Molecular formula: C3H3ClFO2
Method: DFT, ωB97M-V/def2-TZVPD

Element x y z (Å)
C (-1.94, 0.50, 0.28)
C (-1.09, -0.62, 0.16)
C (1.74, 0.00, -0.38)
O (-2.37, 1.48, -0.17)
O (-1.83, -0.24, 1.35)
F (1.87, 0.99, -1.40)
Cl (2.64, 0.66, 1.04)
H (-1.39, -1.56, -0.17)
H (0.08, -0.42, 0.05)
H (2.29, -0.79, -0.75)

Output
HOMO   -2.34 eV
Max |F|   3.793 eV Å⁻¹
Charge   -1

Molecular formula: C3H3ClIN3
Method: DFT, ωB97M-V/def2-TZVPD

Element x y z (Å)
C (1.51, 1.13, -0.04)
N (0.35, 0.27, 0.04)
N (0.43, -0.87, 0.61)
C (-0.87, -1.47, 0.35)
Cl (-1.36, -2.90, 0.97)
C (-1.56, -0.46, -0.28)
I (-3.55, -0.47, -1.02)
N (-0.77, 0.60, -0.53)
H (1.36, 2.21, 0.11)
H (2.34, 0.88, 0.71)
H (2.13, 1.06, -0.92)

Output
HOMO   -9.25 eV
Max |F|   5.356 eV Å⁻¹
SMILES   Cn1nc(Cl)c(I)n1

Molecular formula: C3H3ClN2
Method: DFT, ωB97M-V/def2-TZVPD

Element x y z (Å)
C (-0.90, 0.57, -0.17)
C (-0.71, -0.21, 1.03)
C (1.25, 0.30, -1.13)
N (0.05, 0.54, -1.03)
N (0.36, -0.80, 1.36)
Cl (2.13, -0.67, -2.14)
H (-1.75, 1.22, -0.32)
H (-1.55, -0.26, 1.71)
H (1.13, -0.69, 0.70)

Output
HOMO (alpha / beta)   -8.41 / -8.41 eV
Max |F|   1.356 eV Å⁻¹

Molecular formula: C3H3ClN2
Method: DFT, ωB97M-V/def2-TZVPD

Element x y z (Å)
C (0.98, 0.29, -0.44)
C (0.18, -0.39, -1.29)
C (-0.66, 0.05, 1.06)
N (0.61, 0.52, 0.75)
N (-1.43, -0.53, 0.05)
Cl (0.38, -0.98, -2.83)
H (2.01, 0.77, -0.69)
H (-0.85, -0.75, 1.74)
H (-1.21, 1.01, 1.65)

Output
HOMO (alpha / beta)   -9.85 / -8.87 eV
Max |F|   4.145 eV Å⁻¹

Molecular formula: C3H3ClN2
Method: DFT, ωB97M-V/def2-TZVPD

Element x y z (Å)
N (-1.98, -1.78, -0.98)
C (-1.44, -0.95, -0.37)
C (-0.90, 0.11, 0.43)
Cl (-2.23, 1.03, 1.05)
C (0.42, 0.61, 0.15)
N (1.54, 0.02, -0.32)
H (0.69, 1.50, 0.54)
H (2.29, 0.36, 0.32)
H (1.60, -0.90, -0.82)

Output
HOMO   -8.80 eV
Max |F|   5.544 eV Å⁻¹
SMILES   N#C/C(Cl)=C\N

Molecular formula: C3H3ClN2O
Method: DFT, ωB97M-V/def2-TZVPD

Element x y z (Å)
H (1.08, -2.31, 1.14)
N (1.22, -1.33, 1.27)
C (0.50, -0.64, 0.49)
O (-0.40, -1.17, -0.43)
N (-0.93, -0.11, -1.21)
C (-0.48, 1.07, -0.63)
C (0.41, 0.81, 0.36)
Cl (1.34, 1.91, 1.26)
H (-1.93, -0.25, -1.19)
H (-0.81, 2.02, -1.05)

Output
HOMO   -8.76 eV
Max |F|   1.415 eV Å⁻¹
SMILES   [H]/N=c1\o[nH]cc1Cl

Molecular formula: C3H3ClN2O
Method: DFT, ωB97M-V/def2-TZVPD

Element x y z (Å)
H (-2.31, 1.02, 2.01)
N (-1.48, 0.46, 2.33)
C (-0.63, 0.27, 1.45)
N (-0.81, 0.31, -0.01)
C (0.44, 0.04, -0.63)
Cl (0.33, -0.36, -2.30)
C (1.32, -0.20, 0.41)
O (0.69, -0.04, 1.73)
H (-1.86, 0.04, -0.48)
H (2.27, -0.60, 0.15)

Output
HOMO   -8.50 eV
Max |F|   4.838 eV Å⁻¹
SMILES   [H]/N=c1\[nH]c(Cl)co1

Molecular formula: C3H3ClN2S
Method: DFT, ωB97M-V/def2-TZVPD

Element x y z (Å)
C (1.62, -0.39, 0.05)
S (0.01, -0.47, 0.81)
N (-0.12, -1.76, 1.56)
C (-1.10, 0.67, -0.74)
Cl (-0.39, 2.02, -1.34)
C (-2.41, 0.70, -0.29)
N (-3.48, 0.54, 0.03)
H (2.16, -0.57, 1.03)
H (1.90, 0.46, -0.46)
H (1.81, -1.20, -0.66)

Output
HOMO (alpha / beta)   -8.94 / -9.15 eV
Max |F|   3.199 eV Å⁻¹
SMILES   C/S(#N)=C(\Cl)C#N

Molecular formula: C3H3ClO
Method: DFT, ωB97M-V/def2-TZVPD

Element x y z (Å)
C (1.38, 0.06, -0.02)
O (0.23, 0.82, -0.29)
C (-0.96, 0.27, -0.03)
C (-2.14, -0.12, 0.05)
Cl (-3.63, -0.66, 0.07)
H (2.26, 0.61, 0.04)
H (1.45, -0.63, -0.80)
H (1.41, -0.36, 0.98)

Output
HOMO   -8.88 eV
Max |F|   6.826 eV Å⁻¹
SMILES   COC#CCl

Molecular formula: C3H3ClO2
Method: DFT, ωB97M-V/def2-TZVPD

Element x y z (Å)
C (0.12, -0.05, 0.11)
C (-0.56, -1.42, -1.08)
C (0.35, 1.26, 0.61)
O (0.66, -0.71, -0.89)
O (-1.02, -0.72, 0.10)
Cl (-0.58, -3.11, -1.12)
H (1.42, 1.36, 0.99)
H (-0.40, 1.36, 1.39)
H (0.02, 2.03, -0.10)

Output
HOMO (alpha / beta)   -7.85 / -7.85 eV
Max |F|   3.627 eV Å⁻¹

Molecular formula: C3H3ClO2
Method: DFT, ωB97M-V/def2-TZVPD

Element x y z (Å)
C (0.04, -0.04, 0.10)
C (1.15, -0.59, 0.88)
Cl (1.20, -0.03, 2.67)
O (2.51, -0.88, 0.41)
C (1.73, -1.89, 0.75)
O (1.74, -3.19, 0.85)
H (-0.93, -0.35, 0.80)
H (0.00, -0.45, -0.88)
H (0.12, 1.05, -0.10)

Output
HOMO   -10.69 eV
Max |F|   7.643 eV Å⁻¹
SMILES   C[C@]1(Cl)OC1=O

Molecular formula: C3H3ClS
Method: DFT, ωB97M-V/def2-TZVPD

Element x y z (Å)
C (1.22, -0.68, 2.27)
C (0.56, -0.82, 1.26)
C (-0.96, 0.55, -1.29)
S (-0.93, -1.12, -0.53)
Cl (0.75, 0.97, -1.84)
H (2.14, -0.68, 2.86)
H (-1.15, 1.39, -0.54)
H (-1.63, 0.39, -2.19)

Output
HOMO   -9.91 eV
Max |F|   4.019 eV Å⁻¹

Quick rundown of electronic energy, same order as above: -40725.4864, -42771.0094, -48603.9254, -21115.6557, -21114.2614, -31949.7849, -19888.5626, -22866.3810, -22491.9152, -28251.2390, -18658.9341, -18655.7993, -18660.4382, -20707.5414, -20707.4566, -29490.9624, -17725.8316, -19773.3784, -19774.6861, -26512.2459 eV
Quick rundown of energy relative to the best compared isomer or geometry (same formula, charge and spin), same order as above: 18.96, 68.56, 69.32, 20.76, 52.92, 10.25, 14.27, 61.73, 92.00, 4.01, 70.44, 142.73, 35.75, 46.07, 48.03, 146.61, 60.34, 76.35, 46.19, 85.70 kcal/mol